The following is a DFT calculation (ωB97M-V/def2-TZVPD) of one molecule with the formula C20H23NO4S.

Last column: Löwdin charge in e.
Element x y z (Å)
C  -0.841  -2.056  2.475  0.004
C  0.001  -1.717  1.287  -0.205
C  0.578  -0.522  1.037  -0.029
C  0.459  0.672  1.878  -0.433
O  1.178  1.642  1.777  0.107
O  -0.561  0.604  2.755  -0.013
C  -0.889  1.769  3.497  -0.094
C  -2.095  2.496  2.871  -0.284
C  -1.768  3.179  1.526  -0.102
C  -2.902  2.722  0.608  -0.136
C  -3.269  1.380  1.235  -0.193
O  -3.157  1.583  2.629  -0.094
C  1.342  -0.273  -0.251  -0.150
C  0.443  0.517  -1.170  -0.278
C  0.551  1.919  -1.365  -0.130
C  -0.400  2.409  -2.194  -0.411
S  -1.456  1.174  -2.769  0.977
C  -0.600  -0.012  -1.864  -0.358
C  1.767  -1.566  -0.901  -0.061
C  1.146  -2.723  -0.590  -0.187
C  1.451  -4.021  -1.273  -0.119
C  2.016  -3.752  -2.664  -0.183
C  3.207  -2.811  -2.555  -0.106
C  2.838  -1.497  -1.886  -0.356
O  3.426  -0.466  -2.144  0.098
N  0.206  -2.762  0.409  0.123
H  -1.016  -3.129  2.532  0.080
H  -1.800  -1.545  2.419  0.091
H  -0.359  -1.727  3.391  0.094
H  -1.154  1.420  4.498  0.134
H  -0.026  2.441  3.541  0.133
H  -2.457  3.220  3.613  0.149
H  -1.723  4.260  1.631  0.118
H  -0.809  2.831  1.146  0.094
H  -2.596  2.629  -0.430  0.078
H  -3.749  3.406  0.675  0.114
H  -4.292  1.059  1.031  0.123
H  -2.570  0.598  0.900  0.113
H  2.224  0.341  -0.043  0.151
H  1.309  2.516  -0.893  0.120
H  -0.553  3.420  -2.517  0.064
H  -0.921  -1.034  -1.907  0.073
H  0.546  -4.630  -1.336  0.120
H  2.186  -4.576  -0.679  0.131
H  2.315  -4.690  -3.136  0.113
H  1.246  -3.290  -3.285  0.123
H  3.633  -2.592  -3.535  0.122
H  3.993  -3.274  -1.949  0.131
H  -0.209  -3.655  0.635  0.145

Summary:
SMILES ... CC1=C(C(=O)OC[C@H]2CCCO2)[C@H](c2ccsc2)C2=C(CCCC2=O)N1
Electronic energy ... -1529.83961 Ha
Gap between HOMO and LUMO ... 8.647 eV
Spin multiplicity ... 1
Lowest unoccupied orbital energy ... 0.0159 Ha